(1)
Here is 2 unconnected molecules or ions with the total composition C22H12F3N4O7S at a distorted geometry from OMol25. Energies are from the ωB97M-V functional and the def2-TZVPD basis.

Calculated values
* HOMO level: -3.60 eV

```
! wB97M-V def2-TZVPD RIJCOSX def2/J DEFGRID3
* xyz -1 1
C 3.638 -0.395 3.063
C 3.948 -1.130 1.934
C 2.946 -1.551 1.097
C 1.600 -1.263 1.371
C 0.543 -1.697 0.475
C 0.683 -2.892 -0.354
O 0.004 -3.043 -1.359
C 1.669 -3.950 0.004
C 1.961 -4.270 1.328
C 2.940 -5.189 1.629
C 3.619 -5.833 0.615
C 3.308 -5.559 -0.703
C 2.342 -4.625 -1.005
C -0.552 -0.907 0.356
N -1.450 -0.144 0.288
C 1.317 -0.500 2.513
C 2.321 -0.078 3.348
H 4.427 -0.060 3.715
H 4.975 -1.365 1.700
H 3.188 -2.084 0.195
H 1.422 -3.776 2.117
H 3.187 -5.397 2.659
H 4.395 -6.543 0.850
H 3.825 -6.076 -1.495
H 2.090 -4.402 -2.028
H 0.290 -0.268 2.739
H 2.086 0.506 4.224
O -4.796 0.797 -0.144
S -4.244 1.109 -1.503
O -3.650 0.181 -2.523
C -5.386 2.270 -2.400
F -6.477 1.591 -2.760
F -5.684 3.266 -1.564
F -4.720 2.731 -3.461
C -3.010 2.399 -1.286
C -2.039 2.568 -2.235
C -1.174 3.654 -2.079
N -0.130 4.214 -2.795
O 0.277 3.725 -3.879
O 0.388 5.313 -2.222
N -0.317 5.488 -1.125
C -1.253 4.520 -0.997
C -2.239 4.292 0.002
N -2.396 5.154 1.152
O -1.558 6.043 1.362
O -3.373 4.971 1.889
C -3.101 3.238 -0.174
H -1.958 1.900 -3.086
H -3.884 3.067 0.557
*
```



(2)
Here is a molecular structure, C22H13BaCl2F5N4O4S at a distorted geometry from OMol25. Energies are from the ωB97M-V functional and the def2-TZVPD basis.

Calculated values
* HOMO level: -2.46 eV
* ΔE to the lowest compared entry with this formula, charge and spin: 0.569 eV

```
! wB97M-V def2-TZVPD RIJCOSX def2/J DEFGRID3
* xyz -2 1
Ba 8.356 8.139 12.861
N 5.279 10.890 15.194
C 5.756 10.493 14.020
S 7.166 11.182 13.394
N 4.917 9.438 13.507
N 5.521 8.759 12.562
C 4.701 8.218 11.657
C 5.329 7.389 10.659
C 4.626 6.879 9.510
C 5.299 5.981 8.698
C 6.456 5.364 9.173
C 7.046 5.822 10.341
N 6.521 6.868 10.983
H 5.753 11.599 15.745
H 4.395 10.566 15.530
H 3.608 8.182 11.967
H 3.580 7.068 9.368
H 4.904 5.779 7.689
H 6.885 4.495 8.604
H 7.948 5.394 10.711
Cl 12.272 9.339 5.631
C 11.714 8.917 7.129
C 12.165 7.827 7.952
C 11.753 7.739 9.287
Cl 12.705 6.656 10.218
C 10.505 8.400 9.740
O 9.937 8.195 10.861
C 9.984 9.367 8.770
C 8.733 10.033 9.079
O 8.375 11.006 8.410
C 10.719 9.779 7.627
H 12.987 7.205 7.601
H 8.198 9.713 9.977
H 10.417 10.720 7.116
C 6.815 5.271 16.132
C 7.384 6.278 15.091
O 7.832 7.385 15.508
O 7.343 5.831 13.944
H 7.033 5.678 17.128
H 7.248 4.210 15.908
H 5.726 5.229 15.957
F 10.992 10.113 14.837
C 11.535 8.979 15.291
C 11.109 7.782 14.827
C 11.529 6.656 15.440
F 11.008 5.446 15.135
C 12.389 6.665 16.549
F 12.422 5.557 17.340
C 12.858 7.856 16.969
F 13.330 7.956 18.244
C 12.512 9.027 16.297
F 12.618 10.205 16.932
*
```



(3)
Here is a molecular structure, C22H13Co2N2O6 at a distorted geometry from OMol25. Energies are from the ωB97M-V functional and the def2-TZVPD basis.

Calculated values
* HOMO level: -3.03 eV
* ΔE to the lowest compared entry with this formula, charge and spin: 1.246 eV

```
! wB97M-V def2-TZVPD RIJCOSX def2/J DEFGRID3
* xyz -1 1
C 0.101 -0.434 1.682
N 1.308 0.042 2.075
N 2.332 0.477 2.361
C -1.019 0.034 2.489
C -1.930 -0.850 3.110
C -3.051 -0.352 3.777
C -3.276 1.028 3.863
C -2.309 1.911 3.370
C -1.199 1.421 2.680
H 0.046 -1.418 1.193
H -1.726 -1.928 3.050
H -3.766 -1.050 4.215
H -4.190 1.415 4.318
H -2.429 2.987 3.489
H -0.482 2.106 2.221
O 2.754 -1.548 0.387
C 2.919 -0.807 -0.498
Co 2.948 0.078 -2.021
C 4.081 1.515 -1.713
O 5.131 1.978 -1.507
C 4.057 -1.034 -2.892
O 4.744 -1.804 -3.406
C 1.567 0.786 -2.989
C 1.196 -0.337 -2.286
C 0.369 -1.419 -2.190
C -0.727 -1.764 -1.330
C -1.054 -3.140 -1.219
C -2.056 -3.583 -0.376
C -2.799 -2.636 0.347
C -2.573 -1.266 0.162
C -1.494 -0.823 -0.606
Co 2.065 2.469 -2.143
C 0.735 3.205 -3.029
O -0.102 3.746 -3.626
C 2.856 4.029 -2.390
O 3.362 5.052 -2.583
C 1.368 2.460 -0.520
O 0.883 2.557 0.524
H 1.436 0.867 -4.085
H 0.614 -2.194 -2.938
H -0.440 -3.851 -1.768
H -2.252 -4.653 -0.253
H -3.563 -2.964 1.056
H -3.225 -0.534 0.660
H -1.209 0.230 -0.659
*
```



(4)
Here is a molecular structure, C22H14BrF4N2PSTl at a distorted geometry from OMol25. Energies are from the ωB97M-V functional and the def2-TZVPD basis.

Calculated values
* HOMO level: -11.23 eV
* ΔE to the lowest compared entry with this formula, charge and spin: 2.066 eV

```
! wB97M-V def2-TZVPD RIJCOSX def2/J DEFGRID3
* xyz 1 1
Tl 2.977 -1.068 1.181
F -2.209 5.505 0.600
C -1.623 4.308 0.363
C -1.402 3.861 -0.925
F -1.908 4.601 -1.963
C -0.459 2.850 -1.129
F 0.073 2.705 -2.393
C -0.138 1.947 -0.098
P 0.317 0.142 -0.309
C 1.388 0.130 -1.692
C 1.336 -0.815 -2.785
C 2.377 -0.983 -3.671
C 3.566 -0.186 -3.581
C 3.593 0.861 -2.692
C 2.537 0.946 -1.724
C -1.241 -0.349 -0.991
C -1.808 0.101 -2.230
C -2.964 -0.517 -2.686
C -3.661 -1.508 -2.025
C -3.170 -1.892 -0.780
C -2.040 -1.293 -0.228
C -0.334 2.342 1.245
Br 0.504 1.666 2.828
C -1.067 3.542 1.391
F -1.157 4.037 2.638
H 0.366 -1.326 -2.958
H 2.265 -1.853 -4.295
H 4.429 -0.465 -4.125
H 4.382 1.576 -2.481
H 2.554 1.790 -1.000
H -1.303 0.848 -2.826
H -3.234 -0.119 -3.701
H -4.509 -2.052 -2.444
H -3.745 -2.642 -0.105
H -1.666 -1.479 0.808
S 1.600 -3.626 1.342
C 1.228 -2.802 2.834
N 0.394 -3.375 3.737
C -0.241 -2.732 4.789
C 0.276 -1.516 5.144
C 1.280 -1.020 4.324
N 1.705 -1.555 3.156
H -0.008 -4.230 3.390
H -1.032 -3.230 5.379
H -0.129 -0.874 5.989
H 1.901 -0.250 4.702
*
```



Computed values of gap between HOMO and LUMO (unit: eV) for the preceding records, in sequence: 3.4 6.5 5.7 6.7.
Computed values of LUMO level (unit: eV) for the preceding records, in sequence: -0.1680 4.0564 2.6894 -4.5333.